# 1
{"formula": "C8H6", "method": "wB97M-V/def2-TZVPD", "total_charge": 0, "orbital_gap_ev": 8.1414, "elements": ["H", "C", "C", "H", "H", "H", "C", "C", "C", "C", "H", "H", "C", "C"], "coordinates": [[3.52651, 1.05635, 0.14508], [2.06263, -0.39750, -0.02476], [-0.83014, 1.26777, -0.04395], [-3.16366, -1.29834, 0.06200], [-1.42619, 2.17125, -0.03255], [-0.66258, -2.10154, -0.14217], [-0.43801, -1.04793, -0.09849], [3.29720, 0.00486, 0.06998], [0.79467, -0.56494, -0.08324], [0.49106, 1.42128, -0.05906], [-3.50919, 0.50392, 0.12421], [4.11668, -0.69223, 0.07031], [-2.78539, -0.28929, 0.05106], [-1.47359, -0.03367, -0.03841]], "forces_ev_per_a": [[-0.19, 0.23, 0.00], [0.46, 0.50, 0.06], [0.08, -0.11, 0.02], [0.01, -0.17, -0.01], [0.10, 0.21, 0.01], [0.03, -0.15, 0.02], [0.43, -0.23, 0.01], [-0.13, -0.20, -0.05], [-0.79, -1.18, -0.06], [0.18, 1.16, 0.03], [-0.09, 0.18, -0.01], [0.10, -0.21, -0.01], [0.40, 0.03, -0.06], [-0.59, -0.07, 0.05]], "mulliken_charge": [0.330, 0.357, -0.666, 0.261, 0.288, 0.333, -1.243, -1.176, 1.112, -0.444, 0.276, 0.286, -0.940, 1.227]}



# 2
{"formula": "C3H7F2N", "method": "wB97M-V/def2-TZVPD", "total_charge": 0, "orbital_gap_ev": 10.6877, "smiles": "NC[C@H](F)CF", "elements": ["H", "F", "C", "H", "H", "F", "H", "H", "H", "N", "C", "C", "H"], "coordinates": [[-1.50210, 0.69385, 1.51175], [-0.18095, 1.74914, 0.37682], [-1.13628, 0.76659, 0.46268], [0.76280, -0.76635, 1.63857], [2.75082, -0.71424, 0.21331], [-0.72203, -0.65925, -1.36714], [-1.38603, -1.39299, 0.39327], [1.89659, 0.60560, -0.01623], [0.82395, -2.04253, 0.42307], [1.86033, -0.36527, -0.20949], [0.74805, -0.94230, 0.56040], [-0.65287, -0.59750, 0.04147], [-1.99487, 1.00389, -0.17169]], "forces_ev_per_a": [[0.38, 0.23, -0.49], [0.23, 0.07, -0.09], [-1.27, -0.78, 0.69], [-0.03, 0.21, 0.11], [-1.04, 0.14, -0.62], [0.33, -0.08, 0.61], [0.78, 1.08, -0.13], [-0.08, 1.26, -0.06], [0.10, 0.54, 0.21], [0.68, -1.04, 1.01], [-0.01, -1.57, -0.92], [-0.22, -0.40, -0.32], [0.15, 0.34, 0.02]], "mulliken_charge": [0.305, -0.288, -0.474, 0.315, 0.246, -0.328, 0.232, 0.228, 0.366, -0.604, -0.549, 0.245, 0.307]}



# 3
{"formula": "C15H18N6O2S", "method": "wB97M-V/def2-TZVPD", "total_charge": 0, "orbital_gap_ev": 9.2532, "smiles": "Nn1c(SCC(=O)NC(=O)NCc2ccccc2)nnc1C1CC1", "elements": ["H", "C", "H", "C", "H", "S", "C", "N", "C", "H", "H", "H", "N", "C", "H", "C", "H", "H", "H", "C", "H", "O", "C", "H", "C", "C", "N", "C", "H", "H", "O", "C", "C", "C", "H", "N", "H", "N", "N", "H", "H", "C"], "coordinates": [[6.59741, -1.11605, 0.67213], [-3.76737, -1.74228, 0.45001], [-0.81196, -1.10904, 0.99871], [-2.36387, 1.51956, 0.77880], [-0.45189, 4.47203, -0.12289], [-1.14440, 2.66834, 1.29225], [-0.87878, 3.49340, -0.33037], [-1.31762, -0.54987, 1.69097], [-4.29152, -2.36474, -0.82050], [-5.56590, -2.96926, 0.89670], [1.87986, 0.28542, 0.83062], [1.94188, -1.70183, -1.45651], [-4.08057, 0.64505, -0.13975], [-5.21840, -2.12621, 0.31979], [-1.39687, 1.27718, -1.34306], [0.11766, 2.62187, -1.05612], [5.68046, -0.10142, 2.72653], [3.15453, -0.89583, -2.47708], [-5.92498, -1.31660, 0.23057], [0.32609, 0.19088, -1.43118], [1.99269, 1.23882, -1.84869], [-0.25411, -0.82727, -1.11064], [5.04897, -0.23992, 1.86191], [-0.67371, 0.10009, 2.13767], [2.54081, -0.79238, -1.57772], [-3.42075, -0.32827, 0.44001], [1.61256, 0.29957, -1.77046], [3.72217, 0.15275, 1.90121], [-3.12694, -2.33593, 1.08863], [-3.98278, -3.37400, -1.04449], [1.28389, 2.91979, -1.18959], [3.42253, -0.59127, -0.36901], [2.91441, -0.02488, 0.79274], [5.56272, -0.80922, 0.70939], [3.31508, 0.59866, 2.79657], [-2.30105, 0.17763, 1.03707], [-4.37560, -1.71940, -1.68024], [-3.43386, 1.79306, 0.07847], [-0.39689, 1.41035, -1.44538], [-1.84896, 3.57278, -0.81614], [5.16037, -1.42096, -1.30023], [4.75472, -0.98058, -0.40071]], "forces_ev_per_a": [[0.09, -0.02, 0.00], [0.00, -0.22, 0.06], [-0.04, 0.41, 0.00], [0.31, 0.06, 0.21], [0.00, -0.07, -0.09], [-0.20, 0.26, 0.02], [0.13, -0.24, 0.31], [0.28, -0.46, 0.31], [0.05, -0.11, -0.09], [0.04, -0.08, 0.03], [-0.11, 0.07, -0.01], [0.13, 0.12, -0.12], [-0.65, -1.01, -0.33], [-0.09, -0.05, 0.08], [0.17, -0.06, 0.10], [-0.12, 0.17, -0.10], [0.06, 0.02, 0.07], [-0.06, -0.07, 0.11], [0.00, 0.12, -0.03], [-0.20, 0.57, -0.04], [-0.21, -0.07, -0.01], [-0.17, -0.53, -0.02], [0.08, -0.01, 0.06], [-0.17, -0.12, -0.14], [-0.10, -0.26, -0.01], [0.35, 0.16, 0.27], [0.46, 0.08, -0.13], [-0.04, 0.00, 0.05], [-0.09, -0.09, -0.03], [0.02, -0.09, 0.05], [0.22, 0.25, 0.05], [0.05, 0.01, -0.03], [-0.01, -0.03, -0.03], [0.09, -0.03, 0.05], [-0.03, 0.04, 0.08], [-0.57, 0.48, -0.54], [0.01, 0.14, -0.02], [0.59, 0.92, 0.31], [-0.21, -0.27, -0.27], [0.02, 0.04, -0.02], [0.05, -0.03, -0.11], [-0.12, 0.00, -0.02]], "mulliken_charge": [0.369, 0.033, 0.289, -0.038, 0.433, -0.199, -0.778, -1.069, -0.602, 0.277, 0.217, 0.331, -0.541, -0.765, 0.417, 0.617, 0.377, 0.393, 0.300, 0.354, 0.342, -0.693, -0.443, 0.282, -1.045, 0.585, -0.141, -0.699, 0.559, 0.275, -0.649, 0.582, 0.224, -0.572, 0.406, 0.578, 0.270, -0.390, -0.163, 0.448, 0.371, -0.541]}



# 4
{"formula": "C11H11N", "method": "wB97M-V/def2-TZVPD", "total_charge": 0, "orbital_gap_ev": 9.1951, "smiles": "c1ccccc1.c1ccncc1", "elements": ["C", "H", "C", "N", "C", "H", "H", "C", "C", "H", "H", "H", "H", "C", "H", "C", "H", "H", "C", "C", "H", "C", "C"], "coordinates": [[1.03532, 1.01203, 2.24056], [-1.32137, -0.95270, 3.34274], [0.68775, -1.39057, -1.11173], [1.57805, -0.69108, -1.72965], [-0.22348, 0.46343, -2.68511], [-0.49921, 1.21180, -3.40685], [-2.20132, -0.01651, -2.38924], [1.06900, 0.40248, -2.37777], [-1.12276, -0.33334, 1.24589], [1.39115, 1.56573, 0.20471], [0.39897, 0.44068, 4.12038], [-0.37089, 0.53229, -0.62676], [1.27214, -2.26299, -0.62441], [0.93556, 0.94818, 0.83865], [1.87887, 1.09075, -2.56244], [0.17886, 0.37094, 3.06620], [-1.34552, -1.98589, -0.75762], [-2.10055, -0.49536, 0.85659], [-0.28422, 0.48615, 0.38754], [-0.88696, -0.29191, 2.58978], [1.79319, 1.66767, 2.76980], [-1.16414, -0.41114, -2.16184], [-0.69844, -1.36064, -1.22943]], "forces_ev_per_a": [[2.73, 1.89, -0.22], [-0.96, 0.32, -0.52], [1.84, -5.06, 0.47], [-0.30, 2.56, -0.23], [-1.27, 1.04, -1.59], [-0.49, 0.42, 0.11], [0.92, -1.61, 0.50], [3.25, -1.84, 0.92], [0.29, 3.38, -1.54], [2.68, 2.09, -2.22], [-0.26, -0.17, 0.21], [-0.96, 1.04, -1.14], [-1.83, 1.13, -0.06], [-3.72, -0.58, 3.99], [-0.42, 0.53, -0.88], [1.53, 0.85, 1.31], [-1.38, -1.74, 1.44], [-0.56, -1.11, -0.18], [0.66, -1.73, 3.82], [-0.75, -2.48, 0.70], [-0.53, -0.98, -1.03], [-0.84, -0.09, 0.06], [0.37, 2.11, -3.93]], "mulliken_charge": [-0.392, 0.323, 0.044, -0.483, -0.174, 0.370, 0.275, -0.532, -0.324, 0.438, 0.339, 0.654, 0.321, -0.753, 0.451, -0.184, 0.682, 0.437, -0.140, -0.613, 0.247, -0.006, -0.980]}